{
  "formula": "C8H10SSi",
  "method": "wB97M-V/def2-TZVPD",
  "species": ["S", "Si", "C", "C", "C", "C", "C", "C", "C", "C", "H", "H", "H", "H", "H", "H", "H", "H", "H", "H"],
  "positions_angstrom": [[2.369, -0.555, 0.770], [0.425, -1.008, -2.153], [-0.020, 0.212, 0.208], [-2.469, -0.157, -2.652], [2.060, 0.454, 3.397], [1.494, 0.268, 1.974], [-1.282, -0.195, -1.747], [-1.276, 0.285, -0.489], [0.253, 0.575, 1.580], [1.031, -0.498, -0.358], [-0.480, 1.288, 2.060], [-3.099, 0.793, -2.621], [1.440, -0.193, -2.864], [-1.983, 0.742, 0.196], [-2.104, -0.141, -3.749], [0.184, -2.463, -2.592], [2.521, -0.411, 3.762], [1.283, 0.733, 4.029], [2.851, 1.207, 3.494], [-3.195, -0.935, -2.247]],
  "lowdin_charge": [1.00, 0.75, -0.39, -0.15, -0.08, -0.60, -0.39, -0.10, -0.12, -0.56, 0.14, 0.08, -0.04, 0.12, 0.09, -0.03, 0.05, 0.05, 0.08, 0.09],
  "fmax_ev_per_a": 3.21,
  "charge": 0,
  "homo_ev": -7.87,
  "energy_ev": -27169.0968,
  "gap_ev": 8.4,
  "spin_multiplicity": 1,
  "smiles": "CC1=Cc2cc(C)sc2[SiH2]1",
  "lumo_ha": 0.0196
}

{
  "formula": "C22H54ClFN4O9P3",
  "method": "wB97M-V/def2-TZVPD",
  "species": ["Cl", "P", "P", "P", "F", "O", "O", "O", "O", "O", "O", "O", "O", "O", "N", "N", "N", "N", "C", "C", "C", "C", "C", "C", "C", "C", "C", "C", "C", "C", "C", "C", "C", "C", "C", "C", "C", "C", "C", "C", "H", "H", "H", "H", "H", "H", "H", "H", "H", "H", "H", "H", "H", "H", "H", "H", "H", "H", "H", "H", "H", "H", "H", "H", "H", "H", "H", "H", "H", "H", "H", "H", "H", "H", "H", "H", "H", "H", "H", "H", "H", "H", "H", "H", "H", "H", "H", "H", "H", "H", "H", "H", "H", "H"],
  "positions_angstrom": [[6.768, 0.080, 3.351], [-2.815, -6.090, -0.629], [6.290, -1.807, 2.602], [-2.628, 5.928, 0.455], [2.077, -2.130, 1.160], [-2.825, -6.473, 0.952], [-1.258, 5.914, 1.057], [-2.194, -5.975, -1.973], [5.671, -2.556, 3.896], [-4.341, -6.563, -0.887], [-3.071, -4.502, -0.280], [-4.216, 6.146, 0.099], [-2.335, 7.177, -0.594], [-2.538, 4.681, -0.603], [4.391, -1.097, -0.749], [4.689, -2.177, -1.617], [4.858, -1.597, 1.509], [6.531, -0.584, 0.219], [2.975, 2.279, -1.175], [-2.607, 3.342, -0.118], [-4.019, 2.949, 0.278], [-2.094, -4.713, 2.499], [2.153, 2.748, 0.033], [-1.329, 8.154, -0.325], [-4.905, 8.412, -0.565], [2.410, -0.830, 1.511], [-4.428, -8.925, -0.251], [5.259, -1.108, 0.336], [3.768, -0.796, 2.196], [3.540, -3.020, -1.931], [-0.045, 7.829, -1.062], [-4.898, 7.356, 0.526], [1.353, -0.251, 2.435], [2.233, -2.285, -2.291], [4.465, 0.171, -1.504], [-1.746, -6.017, 1.803], [4.200, 1.450, -0.670], [-4.598, -7.893, -1.351], [-2.347, -3.480, -0.958], [-3.167, -2.901, -2.094], [-4.757, -9.907, -0.594], [1.457, 3.542, -0.242], [-5.923, 7.061, 0.746], [-1.546, -4.626, 3.439], [3.329, -3.760, -1.159], [0.760, 8.496, -0.746], [5.078, 2.094, -0.769], [0.267, 6.800, -0.888], [7.319, -1.133, -0.089], [5.202, -1.879, -2.435], [-3.950, -8.121, -2.203], [-2.563, -2.221, -2.699], [-0.187, 7.943, -2.137], [-1.155, 8.255, 0.746], [2.793, 3.162, 0.820], [6.692, 0.370, 0.505], [3.833, -3.600, -2.811], [2.029, -2.280, -3.363], [-0.819, -5.929, 1.231], [3.729, 0.139, -2.305], [0.371, -0.275, 1.960], [1.262, -0.849, 3.346], [3.383, 3.184, -1.629], [-4.019, 9.041, -0.515], [4.071, 0.243, 2.350], [-1.384, -3.849, -1.312], [-4.929, 7.957, -1.554], [-3.383, -9.005, 0.055], [3.654, -1.222, 3.196], [5.443, 0.296, -1.988], [5.357, -1.891, 4.531], [-3.564, -3.682, -2.739], [-4.070, 1.886, 0.519], [1.562, 0.784, 2.714], [2.139, -1.277, -1.889], [2.387, -0.264, 0.579], [-2.262, 2.700, -0.929], [1.613, 1.920, 0.502], [1.410, -2.858, -1.852], [-1.818, -3.852, 1.892], [-3.163, -4.646, 2.697], [-5.767, 9.071, -0.449], [-5.004, -8.646, 0.630], [-1.600, -6.797, 2.549], [-1.713, 9.115, -0.677], [-4.352, 3.511, 1.153], [-1.918, 3.215, 0.725], [-5.627, -7.902, -1.708], [-4.020, -2.348, -1.699], [2.374, 1.714, -1.888], [-2.138, -2.690, -0.230], [-4.458, 7.738, 1.449], [-4.718, 3.163, -0.530], [4.068, 1.267, 0.400]],
  "lowdin_charge": [0.28, 0.54, 0.65, 0.61, 0.00, -0.20, -0.23, -0.22, -0.31, -0.19, -0.22, -0.21, -0.24, -0.21, -0.10, 0.00, -0.09, 0.13, -0.22, -0.30, -0.08, -0.07, -0.10, -0.30, -0.07, -0.39, -0.08, -0.36, -0.13, -0.22, -0.07, -0.24, -0.02, -0.07, -0.15, -0.25, -0.17, -0.27, -0.31, -0.07, 0.08, 0.08, 0.12, 0.08, 0.11, 0.08, 0.11, 0.06, 0.13, 0.13, 0.11, 0.07, 0.08, 0.11, 0.08, 0.10, 0.12, 0.08, 0.12, 0.11, 0.09, 0.09, 0.11, 0.06, 0.11, 0.10, 0.09, 0.07, 0.11, 0.12, 0.05, 0.08, 0.08, 0.09, 0.05, 0.11, 0.11, 0.05, 0.07, 0.05, 0.09, 0.08, 0.08, 0.12, 0.11, 0.07, 0.10, 0.12, 0.08, 0.11, 0.11, 0.12, 0.08, 0.08],
  "fmax_ev_per_a": 8.51,
  "charge": 1,
  "homo_ev": -11.53,
  "energy_ev": -91177.7119,
  "gap_ev": 6.4,
  "spin_multiplicity": 1,
  "lumo_ha": -0.1867
}

{
  "formula": "C17H24N3O7P2Pd",
  "method": "wB97M-V/def2-TZVPD",
  "species": ["Pd", "P", "P", "O", "O", "O", "O", "O", "O", "O", "N", "N", "N", "C", "C", "C", "C", "C", "C", "C", "C", "C", "C", "C", "C", "C", "C", "C", "C", "C", "H", "H", "H", "H", "H", "H", "H", "H", "H", "H", "H", "H", "H", "H", "H", "H", "H", "H", "H", "H", "H", "H", "H", "H"],
  "positions_angstrom": [[-0.302, -0.406, -0.154], [2.439, -2.226, 0.373], [1.312, 0.010, 1.723], [2.443, -1.070, 1.603], [1.270, -1.799, -0.511], [1.924, -3.503, 1.185], [-0.074, -0.698, 1.792], [1.142, 0.880, 0.474], [3.782, -2.382, -0.168], [1.630, 0.764, 3.042], [-0.434, 0.102, -2.086], [-1.845, -1.657, -0.187], [0.470, 0.256, -4.200], [0.098, -0.472, -3.149], [-4.131, 1.180, 0.217], [0.213, -1.961, -3.227], [-1.075, 2.226, -4.389], [-4.003, -3.308, -0.069], [-4.177, -1.937, -0.007], [-1.535, 2.247, 0.276], [0.028, -0.405, -6.566], [-1.652, -2.980, -0.213], [-1.755, 0.898, 0.126], [-3.935, 2.544, 0.372], [-2.724, -3.843, -0.159], [-2.653, 3.072, 0.402], [-3.066, -1.110, -0.054], [0.350, 1.718, -4.189], [1.027, -0.345, -5.421], [-3.030, 0.341, 0.088], [2.663, -4.081, 1.418], [1.407, -1.334, -5.188], [-5.135, 0.778, 0.198], [-1.760, 1.862, -3.623], [0.488, -0.886, -7.430], [2.156, 0.273, 3.688], [1.891, 0.258, -5.700], [-0.857, -0.978, -6.288], [-0.621, -3.313, -0.259], [-2.556, -4.910, -0.178], [-0.289, 0.591, -6.872], [-1.466, 1.915, -5.356], [-0.532, 1.105, -2.163], [1.256, -2.270, -3.198], [-4.864, -3.962, -0.027], [-5.163, -1.506, 0.097], [-0.532, 2.648, 0.320], [-4.788, 3.199, 0.473], [-0.246, -2.314, -4.150], [-1.080, 3.315, -4.355], [0.781, 2.097, -3.258], [-2.512, 4.137, 0.531], [0.988, 2.088, -4.989], [-0.287, -2.416, -2.385]],
  "lowdin_charge": [1.27, 0.25, 0.26, -0.23, -0.39, -0.11, -0.31, -0.30, -0.23, -0.02, 0.04, -0.01, -0.06, -0.34, 0.00, 0.01, -0.06, -0.01, 0.03, -0.06, -0.06, -0.07, -0.17, -0.05, -0.01, -0.05, -0.18, -0.18, -0.19, -0.17, 0.09, 0.11, 0.12, 0.07, 0.09, 0.12, 0.13, 0.08, 0.11, 0.12, 0.07, 0.07, 0.05, 0.11, 0.12, 0.12, 0.11, 0.12, 0.10, 0.09, 0.13, 0.12, 0.13, 0.05],
  "fmax_ev_per_a": 1.14,
  "charge": 1,
  "homo_ev": -12.21,
  "energy_ev": -58879.9567,
  "gap_ev": 8.2,
  "spin_multiplicity": 1,
  "lumo_ha": -0.1480
}

- charge of number 1 (C8H10SSi)?
  0